[1]
Density functional theory data (ωB97M-V with the def2-TZVPD basis set) for a 4-piece molecular cluster, C27H26Cl2IN5O8 overall in a non-equilibrium geometry.

Kohn-Sham gap (eV): 8.3
E_HOMO (eV): -9.000
SMILES: C/C(Cl)=C(\Cl)[C@]1(CC(=O)I)CC(=O)N[C@H]1N.O=[N+]([O-])c1ccccc1.O=[N+]([O-])c1ccccc1.O=[N+]([O-])c1ccccc1

Each line ends with the Löwdin charge.
Geometry (Å):
C -2.719 0.568 -0.652  -0.14
C -1.221 0.831 -0.431  -0.66
Cl -0.380 -0.174 0.748  0.67
C -0.565 1.782 -1.097  -0.55
Cl -1.547 2.691 -2.293  0.73
C 0.930 2.135 -0.955  -0.36
C 1.909 1.422 -1.955  -0.11
C 2.531 0.113 -1.397  -0.81
O 3.547 0.160 -0.838  0.04
I 1.566 -1.828 -1.686  0.83
C 1.574 2.284 0.472  -0.06
C 2.768 3.236 0.175  -0.45
O 3.878 3.175 0.516  0.17
N 2.138 4.292 -0.629  0.07
C 0.943 3.697 -1.358  -0.38
N 1.281 3.999 -2.767  0.04
H -3.322 1.389 -0.215  0.10
H -3.019 -0.358 -0.158  0.01
H -2.956 0.473 -1.727  0.07
H 1.411 1.165 -2.907  0.12
H 2.764 2.075 -2.221  0.13
H 0.780 2.640 1.164  0.13
H 1.824 1.303 0.921  0.09
H 1.669 4.793 0.137  0.11
H 0.128 4.311 -0.922  0.13
H 1.873 4.827 -2.697  0.08
H 0.442 4.311 -3.253  0.05
C 4.102 -7.127 0.812  -0.07
C 3.253 -8.196 0.553  -0.07
C 2.090 -7.999 -0.176  -0.01
C 1.793 -6.728 -0.642  -0.14
C 2.628 -5.653 -0.384  -0.01
C 3.788 -5.856 0.348  -0.06
N 0.574 -6.517 -1.435  -0.35
O -0.151 -7.477 -1.628  0.07
O 0.359 -5.394 -1.856  0.05
H 5.012 -7.285 1.378  0.11
H 3.500 -9.185 0.918  0.11
H 1.434 -8.835 -0.374  0.12
H 2.389 -4.663 -0.746  0.05
H 4.449 -5.024 0.553  0.11
C -5.257 -6.172 -2.091  -0.07
C -4.098 -6.111 -1.328  -0.06
C -3.693 -4.906 -0.775  0.00
C -4.459 -3.771 -0.992  -0.14
C -5.613 -3.818 -1.758  0.00
C -6.011 -5.026 -2.310  -0.07
N -4.045 -2.500 -0.389  -0.33
O -3.017 -2.493 0.262  0.06
O -4.755 -1.523 -0.572  0.06
H -5.574 -7.116 -2.517  0.11
H -3.511 -7.006 -1.161  0.11
H -2.790 -4.866 -0.183  0.12
H -6.207 -2.930 -1.930  0.12
H -6.912 -5.076 -2.908  0.11
C 2.383 8.126 4.322  -0.07
C 1.311 8.952 4.008  -0.06
C 0.222 8.444 3.317  0.00
C 0.217 7.107 2.950  -0.15
C 1.285 6.275 3.252  -0.01
C 2.372 6.791 3.940  -0.06
N -0.945 6.559 2.239  -0.35
O -1.857 7.318 1.973  0.09
O -0.929 5.372 1.959  0.06
H 3.230 8.525 4.867  0.11
H 1.323 9.992 4.306  0.11
H -0.610 9.092 3.076  0.12
H 1.282 5.233 2.961  0.11
H 3.210 6.150 4.183  0.11



[2]
Density functional theory data (ωB97M-V with the def2-TZVPD basis set) for a 4-piece molecular cluster, C27H26F5IN6O6P overall in a non-equilibrium geometry.

Net charge: +1
Kohn-Sham gap (eV): 5.7
E_HOMO (eV): -11.724

Each line ends with the Löwdin charge.
Geometry (Å):
C 6.163 0.713 0.510  -0.18
C 5.094 0.499 -0.730  -0.72
I 6.232 0.795 -2.623  0.77
C 3.909 1.667 -0.764  -0.22
C 2.566 0.991 -0.082  0.00
C 2.528 -0.032 1.188  0.11
N 1.372 -0.695 1.859  0.04
N 0.109 -0.464 1.417  0.11
C -0.055 0.478 0.295  -0.02
C -1.654 0.734 -0.139  -0.15
F -1.990 2.132 0.290  0.01
F -1.895 0.488 -1.590  0.00
C -2.686 -0.297 0.665  -0.14
F -4.060 -0.030 0.098  0.02
F -2.792 -0.008 2.119  0.04
F -2.414 -1.740 0.356  0.04
C 1.008 1.320 -0.610  -0.10
P 0.628 2.520 -2.042  0.75
N 1.749 3.707 -2.082  -0.32
H 7.285 0.498 0.170  0.08
H 5.936 -0.120 1.333  0.08
H 6.101 1.781 1.007  0.09
H 4.545 -0.549 -0.701  0.04
H 4.269 2.522 -0.048  0.14
H 3.773 1.988 -1.883  0.06
H 3.597 -0.301 1.648  0.15
H 1.525 -1.345 2.688  0.21
H -0.698 3.135 -1.919  0.04
H 0.781 1.795 -3.306  0.04
H 1.315 4.651 -1.987  -0.01
C -1.621 0.743 6.455  -0.07
C -0.627 0.823 7.431  -0.06
C 0.520 1.585 7.202  0.00
C 0.660 2.270 5.987  -0.15
C -0.333 2.185 5.001  -0.01
C -1.474 1.417 5.241  -0.07
N 1.852 3.094 5.750  -0.33
O 2.716 3.128 6.638  0.07
O 1.923 3.711 4.677  0.05
H -2.516 0.152 6.640  0.11
H -0.748 0.293 8.374  0.11
H 1.285 1.638 7.973  0.12
H -0.235 2.708 4.052  0.11
H -2.251 1.348 4.484  0.10
C -5.913 -0.202 -2.362  -0.08
C -7.182 -0.311 -2.932  -0.06
C -7.517 0.462 -4.046  0.01
C -6.568 1.341 -4.584  -0.14
C -5.296 1.458 -4.009  0.00
C -4.973 0.682 -2.894  -0.07
N -6.906 2.138 -5.770  -0.32
O -8.048 2.020 -6.239  0.07
O -6.029 2.879 -6.237  0.06
H -5.654 -0.811 -1.497  0.09
H -7.910 -1.002 -2.511  0.11
H -8.510 0.365 -4.479  0.12
H -4.552 2.141 -4.413  0.12
H -3.987 0.763 -2.441  0.07
C 1.961 -5.515 -3.384  -0.05
C 2.413 -4.205 -3.556  -0.06
C 2.942 -3.500 -2.474  0.00
C 3.019 -4.120 -1.219  -0.14
C 2.558 -5.431 -1.042  0.01
C 2.029 -6.126 -2.131  -0.05
N 3.597 -3.392 -0.083  -0.30
O 3.976 -2.227 -0.275  -0.02
O 3.678 -3.985 1.002  0.08
H 1.555 -6.063 -4.233  0.12
H 2.356 -3.735 -4.536  0.11
H 3.291 -2.480 -2.624  0.12
H 2.607 -5.922 -0.072  0.12
H 1.672 -7.145 -2.004  0.12



[3]
Density functional theory data (ωB97M-V with the def2-TZVPD basis set) for one molecule with the formula C27H26N2O3S in a non-equilibrium geometry.

Relative energy (zero: lowest compared OMol25 entry of this formula, charge and spin) (kcal/mol): 84.8
Kohn-Sham gap (eV): 8.2
E_HOMO (eV): -7.970
SMILES: N#Cc1ccc([C@@H]([C@H](/C=C/N2CCOCC2)c2ccccc2)S(=O)(=O)c2ccccc2)cc1

Each line ends with the Löwdin charge.
Geometry (Å):
C 5.830 0.920 -1.469  -0.20
C 4.773 0.184 -0.651  -0.12
N 3.482 0.930 -0.587  -0.13
C 2.307 0.251 -0.665  -0.10
C 1.051 0.780 -0.451  -0.06
C -0.253 0.028 -0.701  -0.20
C -1.296 1.044 -1.318  -0.18
C -2.042 0.801 -2.475  -0.06
C -3.045 1.688 -2.891  -0.08
C -3.260 2.912 -2.221  -0.09
C -2.475 3.182 -1.101  -0.09
C -1.464 2.303 -0.702  -0.05
C 3.521 2.350 -0.256  -0.15
C 4.968 2.831 -0.326  -0.17
O 5.620 2.324 -1.520  -0.13
H 6.824 0.743 -1.027  0.12
H 5.820 0.516 -2.491  0.12
H 4.557 -0.798 -1.101  0.12
H 5.195 0.042 0.373  0.12
H 2.460 -0.817 -0.946  0.14
H 0.977 1.866 -0.231  0.08
H -0.047 -0.839 -1.382  0.14
H -1.905 -0.122 -3.061  0.12
H -3.637 1.506 -3.790  0.11
H -4.014 3.622 -2.548  0.10
H -2.617 4.127 -0.535  0.11
H -0.865 2.561 0.180  0.11
H 2.933 2.957 -0.965  0.13
H 3.149 2.496 0.768  0.13
H 4.981 3.926 -0.487  0.13
H 5.466 2.542 0.629  0.13
C -5.851 0.876 1.860  -0.06
C -5.484 -0.279 2.577  -0.08
C -4.501 -1.119 2.089  -0.06
C -3.845 -0.812 0.893  -0.26
S -2.573 -1.894 0.165  0.76
C -0.854 -1.011 0.358  -0.19
C 0.028 -2.158 0.912  -0.22
C 1.038 -1.707 1.768  -0.04
C 2.147 -2.498 2.048  -0.02
C 2.160 -3.821 1.578  -0.23
C 3.304 -4.681 1.881  -0.17
N 4.238 -5.335 2.149  0.14
C 1.072 -4.314 0.834  -0.01
C -0.020 -3.494 0.532  -0.03
O -2.879 -3.044 1.002  -0.32
O -2.633 -1.981 -1.270  -0.31
C -4.275 0.260 0.128  -0.07
C -5.227 1.129 0.622  -0.07
H -6.605 1.549 2.254  0.10
H -5.974 -0.500 3.525  0.11
H -4.241 -2.024 2.639  0.11
H -1.108 -0.455 1.277  0.12
H 1.034 -0.669 2.086  0.12
H 3.043 -2.088 2.537  0.13
H 1.112 -5.326 0.425  0.12
H -0.786 -3.913 -0.123  0.11
H -3.816 0.417 -0.857  0.09
H -5.500 2.034 0.062  0.11



[4]
Density functional theory data (ωB97M-V with the def2-TZVPD basis set) for C27H26N3O5PS4Sc as an isolated structure in a non-equilibrium geometry.

Net charge: -1
Relative energy (zero: lowest compared OMol25 entry of this formula, charge and spin) (kcal/mol): 0.0
Kohn-Sham gap (eV): 5.6
E_HOMO (eV): -3.540

Each line ends with the Löwdin charge.
Geometry (Å):
Sc -1.687 -0.377 0.242  0.40
O 0.488 -2.154 2.098  -0.41
S -0.160 -1.150 2.932  0.48
O -0.659 -1.648 4.185  -0.29
O -1.186 -0.367 2.171  -0.43
C 1.169 -0.012 3.214  -0.25
C 1.531 0.351 4.499  -0.05
C 2.681 1.099 4.687  -0.08
C 3.462 1.451 3.593  -0.07
C 3.075 1.099 2.308  -0.09
C 1.904 0.380 2.089  -0.30
P 1.286 -0.001 0.367  1.12
C 1.506 1.654 -0.424  -0.39
C 1.439 2.854 0.279  -0.12
C 1.490 4.070 -0.386  -0.09
C 1.588 4.106 -1.768  -0.10
C 1.618 2.918 -2.485  -0.09
C 1.563 1.702 -1.818  -0.14
C 2.779 -0.888 -0.274  -0.32
C 3.848 -0.274 -0.923  -0.09
C 4.936 -1.021 -1.357  -0.09
C 4.974 -2.392 -1.149  -0.10
C 3.918 -3.013 -0.497  -0.09
C 2.829 -2.269 -0.066  -0.08
H 0.921 0.022 5.331  0.11
H 2.980 1.392 5.685  0.10
H 4.377 2.011 3.742  0.10
H 3.682 1.397 1.462  0.11
H 1.312 2.844 1.352  0.10
H 1.427 4.992 0.180  0.10
H 1.615 5.054 -2.292  0.10
H 1.661 2.935 -3.567  0.10
H 1.539 0.781 -2.387  0.09
H 3.835 0.793 -1.099  0.10
H 5.757 -0.526 -1.862  0.10
H 5.821 -2.972 -1.493  0.10
H 3.942 -4.083 -0.327  0.10
H 2.007 -2.747 0.450  0.08
C -1.762 1.942 -3.995  -0.15
C -1.721 1.559 -2.525  -0.77
S -1.315 -0.143 -2.235  0.54
C -1.944 2.460 -1.556  -0.77
C -2.275 3.902 -1.857  -0.15
S -1.877 2.124 0.182  0.59
H -1.562 1.064 -4.607  0.04
H -1.006 2.700 -4.227  0.06
H -2.736 2.344 -4.286  0.07
H -2.314 4.109 -2.928  0.05
H -1.525 4.557 -1.402  0.06
H -3.241 4.159 -1.414  0.07
C -1.141 -4.946 0.309  -0.22
S -1.733 -3.480 1.163  0.95
C -3.488 -3.885 1.064  -0.22
O -1.562 -2.411 0.100  -0.60
H -1.551 -4.912 -0.700  0.07
H -1.452 -5.840 0.849  0.06
H -0.054 -4.875 0.281  0.05
H -3.650 -4.884 1.468  0.06
H -3.793 -3.815 0.021  0.06
H -4.019 -3.148 1.664  0.06
O -3.605 -0.533 0.558  -0.27
N -4.219 -1.181 -0.379  0.00
C -5.501 -1.021 -0.420  -0.30
C -6.244 -1.747 -1.411  -0.18
N -6.885 -2.326 -2.169  0.14
C -6.242 -0.201 0.504  -0.17
N -6.852 0.419 1.255  0.16



| no. | LUMO level (hartree) |
| --- | --- |
| 1 | -0.0267 |
| 2 | -0.2230 |
| 3 | 0.0078 |
| 4 | 0.0756 |